(1)
The following is a quantum chemistry calculation of 12 unconnected molecules or ions with the total composition C27H73F3O13S10 at a distorted geometry, from the OMol25 dataset.

Properties
molecular weight	983.53	g/mol
total charge	-2
total energy	-172269.528	eV

Geometry (Å):
C (19.76, -0.42, 17.16)
C (20.32, 0.69, 18.07)
C (19.20, 1.74, 18.26)
O (20.88, 0.31, 19.28)
H (18.85, -0.92, 17.51)
H (20.47, -1.24, 17.13)
H (19.50, -0.01, 16.18)
H (21.01, 1.32, 17.50)
H (18.76, 1.96, 17.29)
H (19.55, 2.66, 18.74)
H (18.40, 1.37, 18.90)
C (21.87, -2.97, 20.74)
O (20.84, -3.42, 19.85)
O (21.54, -1.76, 21.45)
C (22.43, -4.23, 21.51)
F (23.36, -3.91, 22.32)
F (21.49, -4.78, 22.31)
F (22.87, -5.18, 20.67)
C (20.96, -3.24, 18.44)
C (19.73, -3.87, 17.71)
H (19.88, -3.64, 16.66)
H (19.66, -4.94, 17.91)
H (18.86, -3.42, 18.19)
H (21.90, -3.55, 17.98)
H (20.95, -2.19, 18.12)
H (22.80, -2.76, 20.22)
C (24.46, -1.79, 22.37)
S (23.41, -0.70, 23.52)
O (22.44, 0.17, 22.64)
C (22.32, -1.92, 24.42)
H (25.45, -1.41, 22.11)
H (23.83, -1.86, 21.48)
H (24.58, -2.77, 22.82)
H (22.82, -2.64, 25.07)
H (21.63, -2.35, 23.69)
H (21.75, -1.44, 25.21)
C (24.58, -3.18, 20.25)
S (26.15, -3.71, 19.53)
O (25.97, -5.20, 19.29)
C (25.89, -2.72, 17.95)
H (24.47, -3.79, 21.15)
H (23.71, -3.35, 19.62)
H (24.57, -2.10, 20.39)
H (25.10, -3.30, 17.46)
H (26.85, -2.71, 17.45)
H (25.45, -1.72, 17.96)
C (18.71, -3.30, 15.20)
S (19.88, -3.79, 13.93)
O (19.86, -5.31, 13.96)
C (21.43, -3.36, 14.85)
H (18.92, -3.89, 16.10)
H (17.70, -3.67, 15.06)
H (18.59, -2.23, 15.38)
H (21.54, -2.28, 14.69)
H (22.20, -4.01, 14.43)
H (21.35, -3.60, 15.91)
C (22.35, -7.22, 20.32)
S (20.60, -7.86, 20.31)
O (20.49, -8.84, 21.49)
C (19.89, -6.27, 20.77)
H (22.58, -6.51, 19.53)
H (22.96, -8.12, 20.23)
H (22.43, -6.74, 21.30)
H (20.29, -5.53, 20.08)
H (20.09, -5.89, 21.77)
H (18.83, -6.31, 20.51)
C (19.34, -3.91, 22.21)
S (17.58, -4.27, 22.56)
O (17.14, -3.15, 23.53)
C (16.93, -3.97, 20.86)
H (19.51, -2.88, 21.89)
H (19.79, -4.54, 21.45)
H (20.05, -3.83, 23.04)
H (15.89, -3.65, 20.97)
H (16.93, -4.86, 20.23)
H (17.54, -3.19, 20.39)
C (22.80, -6.92, 25.22)
S (23.23, -5.19, 24.77)
O (24.20, -4.74, 25.92)
C (24.33, -5.50, 23.27)
H (22.11, -7.04, 26.06)
H (23.72, -7.50, 25.29)
H (22.25, -7.16, 24.31)
H (23.93, -6.13, 22.48)
H (25.31, -5.81, 23.63)
H (24.62, -4.63, 22.67)
C (25.88, -7.14, 19.47)
S (24.65, -7.55, 18.14)
O (23.55, -8.42, 18.74)
C (23.90, -5.88, 18.12)
H (25.35, -6.84, 20.38)
H (26.61, -6.43, 19.11)
H (26.49, -8.03, 19.61)
H (23.47, -5.70, 19.10)
H (23.11, -5.93, 17.37)
H (24.66, -5.18, 17.79)
C (20.02, -7.82, 15.08)
S (21.53, -8.12, 16.04)
O (22.63, -7.40, 15.23)
C (21.28, -6.99, 17.47)
H (19.92, -8.36, 14.15)
H (19.98, -6.74, 14.92)
H (19.12, -8.13, 15.62)
H (22.22, -6.96, 18.02)
H (20.45, -7.25, 18.14)
H (21.02, -5.97, 17.22)
C (22.99, 0.61, 16.13)
S (23.63, -1.12, 16.00)
O (24.92, -1.07, 16.73)
C (22.42, -1.89, 17.19)
H (21.96, 0.58, 15.76)
H (23.56, 1.36, 15.58)
H (22.90, 0.96, 17.16)
H (21.42, -2.06, 16.78)
H (22.24, -1.40, 18.15)
H (22.62, -2.91, 17.52)
C (18.18, -1.82, 19.49)
S (18.13, -1.17, 21.21)
O (19.56, -0.76, 21.48)
C (17.19, 0.43, 20.87)
H (18.86, -2.67, 19.47)
H (18.53, -1.09, 18.76)
H (17.20, -2.15, 19.15)
H (16.48, 0.26, 20.06)
H (17.83, 1.31, 20.78)
H (16.63, 0.49, 21.81)

Atom charges from the Mulliken analysis, given in e for atoms 1 to 99:
1. C -1.0766
2. C 0.6409
3. C -1.5762
4. O -0.6226
5. H 0.7765
6. H 1.3016
7. H 0.5283
8. H 0.0122
9. H 0.3911
10. H 0.3685
11. H 0.0651
12. C -0.5565
13. O -0.3872
14. O -0.5617
15. C -0.1555
16. F -0.2053
17. F -0.3513
18. F 1.3532
19. C 1.3551
20. C -1.7887
21. H -1.6602
22. H 0.4297
23. H 1.5796
24. H 0.4270
25. H -2.2505
26. H -0.5184
27. C 0.1815
28. S 0.0647
29. O -0.4602
30. C -0.3703
31. H 0.4554
32. H -0.5446
33. H -0.0706
34. H 0.2371
35. H -0.2358
36. H 0.5161
37. C 0.3244
38. S -0.2757
39. O -0.2809
40. C -0.7400
41. H -0.4179
42. H -0.1804
43. H 0.9944
44. H 0.0373
45. H 0.4898
46. H 0.4966
47. C -0.7471
48. S 0.1391
49. O -0.6304
50. C 0.1329
51. H 0.5064
52. H 0.6200
53. H 0.2042
54. H 0.3253
55. H 0.4897
56. H -0.5826
57. C 0.4886
58. S 0.2992
59. O -0.7486
60. C -0.2495
61. H -0.8013
62. H 0.9879
63. H -1.0489
64. H -0.6111
65. H 0.6467
66. H 0.6794
67. C 0.7228
68. S 0.2955
69. O -0.6593
70. C -0.0805
71. H -0.1593
72. H -1.8703
73. H 0.6392
74. H 0.4630
75. H 0.4639
76. H -0.4473
77. C -0.8640
78. S 0.5765
79. O -0.7748
80. C -0.2759
81. H 0.3491
82. H 0.3114
83. H 0.2229
84. H 0.0077
85. H 0.7023
86. H -0.2355
87. C -0.4633
88. S 0.1904
89. O -0.5563
90. C -0.3986
91. H -0.2817
92. H 0.3085
93. H 0.5665
94. H 0.3755
95. H -0.2147
96. H 0.9513
97. C -0.4575
98. S 0.2977
99. O -0.6357



(2)
The following is a quantum chemistry calculation of 10 unconnected molecules or ions with the total composition C27H78N4O15 at a distorted geometry, from the OMol25 dataset.

Properties
molecular weight	698.93	g/mol
total charge	0
relative energy (zero: lowest compared OMol25 entry of this formula, charge and spin)	0.00	kcal/mol

Geometry (Å):
C (-3.04, -2.65, 0.89)
O (-2.31, -3.49, -0.01)
H (-2.66, -2.73, 1.91)
H (-2.95, -1.62, 0.54)
H (-4.10, -2.92, 0.88)
H (-2.40, -4.40, 0.28)
C (0.50, 3.49, -4.59)
C (1.40, 2.90, -3.54)
C (2.42, 1.98, -4.22)
O (3.35, 1.55, -3.26)
C (4.18, 0.50, -3.71)
N (2.02, 3.99, -2.76)
H (1.03, 4.26, -5.16)
H (-0.37, 3.99, -4.16)
H (0.14, 2.76, -5.32)
H (0.84, 2.30, -2.82)
H (2.95, 2.56, -5.00)
H (1.90, 1.13, -4.67)
H (4.86, 0.23, -2.90)
H (4.78, 0.82, -4.57)
H (3.60, -0.39, -3.97)
H (2.79, 3.59, -2.21)
H (2.51, 4.61, -3.41)
C (-2.19, 3.70, -1.20)
C (-3.57, 3.98, -0.60)
C (-4.06, 5.36, -0.98)
O (-5.05, 5.74, -0.03)
C (-5.66, 6.96, -0.36)
N (-4.50, 2.93, -1.07)
H (-1.86, 2.70, -0.95)
H (-1.45, 4.42, -0.87)
H (-2.24, 3.74, -2.30)
H (-3.52, 3.87, 0.48)
H (-4.51, 5.32, -1.98)
H (-3.26, 6.10, -0.95)
H (-6.40, 7.20, 0.40)
H (-6.16, 6.92, -1.34)
H (-4.93, 7.78, -0.39)
H (-5.42, 3.13, -0.69)
H (-4.61, 3.03, -2.08)
C (0.70, -5.14, 1.58)
C (0.46, -6.19, 2.64)
C (1.46, -6.06, 3.79)
O (2.81, -6.02, 3.41)
C (3.28, -7.25, 2.90)
N (-0.93, -6.14, 3.12)
H (-0.06, -5.19, 0.80)
H (1.69, -5.30, 1.15)
H (0.72, -4.13, 2.01)
H (0.59, -7.18, 2.19)
H (1.28, -6.86, 4.53)
H (1.27, -5.11, 4.31)
H (3.18, -8.05, 3.64)
H (4.34, -7.13, 2.67)
H (2.78, -7.52, 1.96)
H (-1.16, -7.00, 3.61)
H (-1.01, -5.41, 3.84)
C (0.89, 2.90, 1.35)
C (0.00, 4.04, 1.81)
C (-0.06, 4.17, 3.31)
O (-0.40, 2.92, 3.87)
C (-0.65, 2.99, 5.25)
N (0.47, 5.30, 1.23)
H (1.04, 2.90, 0.27)
H (0.53, 1.92, 1.67)
H (1.90, 3.03, 1.74)
H (-1.02, 3.78, 1.46)
H (-0.82, 4.91, 3.61)
H (0.92, 4.51, 3.68)
H (-1.58, 3.54, 5.46)
H (0.15, 3.48, 5.80)
H (-0.78, 1.97, 5.61)
H (0.54, 5.22, 0.22)
H (-0.22, 6.02, 1.38)
C (-4.48, -0.22, -2.42)
C (-4.43, -1.73, -2.48)
O (-3.30, -2.24, -3.17)
O (-3.54, 0.30, -1.47)
H (-5.48, 0.07, -2.07)
H (-4.31, 0.19, -3.42)
H (-5.31, -2.07, -3.04)
H (-4.53, -2.16, -1.48)
H (-2.51, -2.18, -2.61)
H (-3.92, 1.14, -1.16)
C (3.49, 0.06, 0.14)
C (4.76, 0.59, 0.73)
O (5.75, 0.95, -0.23)
O (2.77, 1.04, -0.59)
H (2.89, -0.25, 1.01)
H (3.63, -0.86, -0.43)
H (5.16, -0.16, 1.43)
H (4.54, 1.49, 1.31)
H (6.22, 0.16, -0.48)
H (3.08, 1.04, -1.50)
C (1.13, -1.60, 3.92)
C (0.12, -0.50, 3.83)
O (-1.01, -1.00, 3.11)
O (1.78, -1.84, 2.69)
H (0.63, -2.51, 4.29)
H (1.92, -1.32, 4.62)
H (0.55, 0.36, 3.32)
H (-0.21, -0.26, 4.85)
H (-1.69, -0.32, 3.12)
H (1.16, -1.88, 1.95)
C (2.88, -4.23, -3.09)
C (1.79, -3.81, -2.14)
O (2.42, -3.22, -1.02)
O (2.27, -4.67, -4.29)
H (3.50, -5.01, -2.63)
H (3.54, -3.36, -3.25)
H (1.19, -4.67, -1.85)
H (1.14, -3.08, -2.65)
H (1.72, -2.87, -0.45)
H (2.93, -5.11, -4.84)
C (-0.01, -0.70, 0.11)
C (0.02, -0.31, -1.34)
O (-1.09, -0.88, -2.02)
O (0.17, -2.09, 0.28)
H (-0.96, -0.36, 0.54)
H (0.80, -0.20, 0.64)
H (0.91, -0.70, -1.83)
H (0.02, 0.79, -1.41)
H (-1.91, -0.45, -1.73)
H (-0.60, -2.62, 0.02)

Atom charges from the Mulliken analysis, given in e for atoms 1 to 99:
1. C -0.4793
2. O -0.4655
3. H 0.2585
4. H 0.0252
5. H 0.3664
6. H 0.2330
7. C -1.6062
8. C 2.0763
9. C -1.1635
10. O -0.4028
11. C -0.8016
12. N -0.6555
13. H 0.4120
14. H 0.3224
15. H 0.3734
16. H -1.0336
17. H 0.3411
18. H 0.4405
19. H 0.1763
20. H 0.3601
21. H 0.3096
22. H 0.2596
23. H 0.3243
24. C -1.3040
25. C 0.4284
26. C -0.8336
27. O -0.2981
28. C -0.7568
29. N -0.6628
30. H -0.0214
31. H 0.1896
32. H 0.5867
33. H 0.4068
34. H 0.3831
35. H 0.4142
36. H 0.2547
37. H 0.3055
38. H 0.2989
39. H 0.2421
40. H 0.2894
41. C -0.4208
42. C 0.3030
43. C -0.7636
44. O -0.3069
45. C -0.7233
46. N -0.7126
47. H 0.2197
48. H 0.3423
49. H -0.3846
50. H 0.3462
51. H 0.3791
52. H 0.2183
53. H 0.3096
54. H 0.2483
55. H 0.2946
56. H 0.2868
57. H 0.2627
58. C -0.6233
59. C 1.8866
60. C -1.2430
61. O -0.0955
62. C -0.8121
63. N -0.8015
64. H -0.1114
65. H -0.3355
66. H 0.2662
67. H -0.5318
68. H 0.4589
69. H 0.4119
70. H 0.3326
71. H 0.3499
72. H 0.1460
73. H 0.2259
74. H 0.3414
75. C -0.3724
76. C -0.5254
77. O -0.5802
78. O -0.3477
79. H 0.4135
80. H 0.2665
81. H 0.4404
82. H 0.0191
83. H 0.4476
84. H 0.3079
85. C 0.6657
86. C -1.0141
87. O -0.5518
88. O 0.1662
89. H -0.1239
90. H 0.3400
91. H 0.4273
92. H 0.2924
93. H 0.3242
94. H -0.0382
95. C -0.4950
96. C 0.0680
97. O -0.4249
98. O -0.5465
99. H 0.0584



(3)
The following is a quantum chemistry calculation of 14 unconnected molecules or ions with the total composition C27H79N4O15 at a distorted geometry, from the OMol25 dataset.

Properties
molecular weight	699.94	g/mol
total charge	-1
relative energy (zero: lowest compared OMol25 entry of this formula, charge and spin)	40.33	kcal/mol

Geometry (Å):
C (0.17, -0.49, -0.59)
C (0.81, 0.46, 0.50)
O (0.39, 1.62, 0.62)
O (1.75, 0.00, 1.17)
H (-0.85, -0.59, -0.17)
H (0.62, -1.49, -0.68)
H (0.16, -0.06, -1.61)
C (0.51, 2.38, 3.62)
O (1.84, 2.48, 4.01)
H (0.37, 2.94, 2.70)
H (-0.22, 2.72, 4.38)
H (0.20, 1.36, 3.45)
H (2.31, 2.47, 3.15)
C (2.85, 0.91, -2.03)
O (2.98, -0.42, -1.46)
H (1.97, 0.97, -2.69)
H (3.69, 1.07, -2.70)
H (2.64, 1.67, -1.27)
H (2.41, -0.59, -0.69)
C (4.84, -0.45, 1.05)
O (6.22, -0.20, 0.97)
H (4.63, -0.75, 2.03)
H (4.55, -1.27, 0.37)
H (4.25, 0.37, 0.84)
H (6.66, -1.07, 1.00)
C (-3.56, -0.83, 0.25)
O (-4.86, -1.44, 0.34)
H (-3.57, 0.12, -0.27)
H (-2.82, -1.47, -0.21)
H (-3.15, -0.67, 1.28)
H (-5.40, -1.08, -0.38)
C (1.00, -3.29, 1.55)
O (2.20, -2.48, 1.45)
H (0.18, -2.94, 1.01)
H (0.64, -3.30, 2.49)
H (1.28, -4.31, 1.21)
H (1.91, -1.57, 1.41)
C (-1.37, 2.46, -2.11)
O (-2.07, 1.41, -1.64)
N (-1.75, 3.21, -3.13)
N (-0.29, 2.89, -1.56)
H (-2.55, 2.85, -3.72)
H (-1.24, 3.90, -3.65)
H (-0.01, 2.33, -0.72)
H (0.10, 3.79, -1.71)
C (3.02, 3.50, 1.15)
O (3.94, 4.54, 1.18)
N (3.24, 2.41, 1.77)
N (1.87, 3.65, 0.55)
H (4.15, 2.32, 2.17)
H (2.81, 1.56, 1.42)
H (1.66, 4.34, -0.11)
H (1.21, 2.84, 0.61)
C (-1.12, -2.77, 4.57)
C (-1.76, -1.46, 4.12)
C (-1.04, -0.95, 2.82)
O (-3.00, -1.44, 3.85)
H (-0.05, -2.63, 4.80)
H (-1.29, -3.64, 3.96)
H (-1.63, -3.10, 5.48)
H (-1.67, -0.66, 4.90)
H (-1.23, -1.65, 1.92)
H (-0.01, -0.82, 2.97)
H (-1.38, 0.04, 2.49)
H (-3.29, -0.50, 3.66)
C (0.82, -5.18, -1.95)
C (1.01, -3.79, -2.54)
C (2.45, -3.35, -2.21)
O (0.86, -3.68, -3.76)
H (-0.18, -5.65, -1.98)
H (0.99, -5.11, -0.84)
H (1.58, -5.90, -2.29)
H (0.38, -3.03, -2.09)
H (3.19, -4.10, -2.34)
H (2.76, -3.05, -1.14)
H (2.73, -2.52, -2.84)
H (-0.10, -3.51, -3.83)
C (0.02, 1.12, -4.78)
C (1.15, 0.40, -5.50)
C (1.16, -1.01, -5.12)
O (1.08, 0.56, -6.76)
H (0.03, 0.69, -3.76)
H (-1.05, 0.93, -5.21)
H (0.16, 2.13, -4.63)
H (2.11, 0.82, -5.28)
H (1.81, -1.57, -5.77)
H (0.16, -1.46, -5.27)
H (1.55, -1.16, -4.16)
H (1.85, 0.24, -7.17)
C (-3.05, -0.87, -5.17)
C (-3.15, -0.59, -3.70)
C (-4.53, -0.59, -3.06)
O (-2.38, -1.24, -2.92)
H (-3.89, -1.44, -5.51)
H (-2.18, -1.47, -5.36)
H (-2.93, 0.09, -5.69)
H (-2.85, 0.41, -3.67)
H (-4.90, -1.55, -2.89)
H (-5.30, -0.16, -3.73)
H (-4.50, -0.02, -2.18)
H (-2.02, -0.60, -2.30)
C (0.94, -0.02, 6.16)
C (2.40, -0.27, 5.84)
C (2.66, -0.69, 4.40)
O (3.16, 0.68, 6.05)
H (0.67, 1.02, 6.28)
H (0.66, -0.56, 7.05)
H (0.31, -0.34, 5.30)
H (2.69, -1.09, 6.46)
H (2.16, -1.67, 4.28)
H (3.75, -0.83, 4.10)
H (2.29, -0.06, 3.69)
H (2.81, 1.42, 5.51)
C (-2.49, 2.88, 1.45)
C (-3.80, 3.62, 1.20)
C (-4.42, 3.21, -0.14)
O (-4.72, 3.69, 2.03)
H (-1.89, 3.24, 2.31)
H (-1.81, 3.13, 0.66)
H (-2.60, 1.78, 1.43)
H (-3.53, 4.67, 0.96)
H (-4.87, 2.24, -0.16)
H (-3.68, 3.15, -0.87)
H (-5.12, 3.93, -0.59)
H (-5.24, 2.91, 1.83)

Atom charges from the Mulliken analysis, given in e for atoms 1 to 99:
1. C 1.4304
2. C -0.4914
3. O -0.7682
4. O 1.6111
5. H -0.6206
6. H -0.5322
7. H -0.3196
8. C -0.7639
9. O -0.6377
10. H 0.1459
11. H 0.5474
12. H 0.3779
13. H 0.3909
14. C 0.6303
15. O -0.4388
16. H -0.4173
17. H 0.4787
18. H -0.2831
19. H -0.0575
20. C -0.2940
21. O -0.6107
22. H 0.4573
23. H 0.1618
24. H -0.1061
25. H 0.3483
26. C 0.9051
27. O -0.6591
28. H -0.4432
29. H -0.0421
30. H -0.1731
31. H 0.3974
32. C -1.0332
33. O -0.6585
34. H 0.2138
35. H 0.4534
36. H 0.3773
37. H -0.0175
38. C -0.1024
39. O -0.2362
40. N -0.2732
41. N 0.2183
42. H 0.3594
43. H 0.2341
44. H -0.0537
45. H 0.2654
46. C 0.1888
47. O -0.8603
48. N -0.0497
49. N 0.0534
50. H 0.3403
51. H -0.6477
52. H 0.1351
53. H -0.0886
54. C -1.5084
55. C -0.0755
56. C 0.9141
57. O -0.6466
58. H 0.3035
59. H 0.3842
60. H 0.4234
61. H 0.4192
62. H 0.2051
63. H -0.1872
64. H -0.5723
65. H 0.3964
66. C -1.5152
67. C 1.8410
68. C -1.3131
69. O -0.5132
70. H 0.3321
71. H 0.2017
72. H 0.3684
73. H -0.4984
74. H 0.5248
75. H 0.1194
76. H 0.1991
77. H 0.5008
78. C -0.2536
79. C 0.1775
80. C -0.3359
81. O -0.5755
82. H -0.4193
83. H -0.0143
84. H 0.5947
85. H 0.1942
86. H 0.6040
87. H -0.2259
88. H -0.2919
89. H 0.3963
90. C -1.7121
91. C 2.2664
92. C -0.8062
93. O -0.4624
94. H 0.4667
95. H 0.2090
96. H 0.3618
97. H -0.9037
98. H 0.5016
99. H 0.4322